Computed, not measured: a 16-piece molecular cluster, C64H158B6F24N12O8 overall in a non-equilibrium geometry, with ωB97M-V/def2-TZVPD.

XYZ file:
```
272
Properties=species:S:1:pos:R:3
F 19.89752 -27.01426 14.35348
F 20.87241 -29.05059 14.93294
F 21.54668 -22.10974 5.93133
F 22.20725 -27.27533 14.13988
F 24.85789 -23.94867 13.45979
F 26.80875 -27.23800 9.48655
F 20.81214 -28.49968 12.73531
F 22.73808 -23.84388 14.02306
F 12.67578 -25.17601 10.41845
F 14.68528 -25.92043 9.46315
F 23.56693 -22.54081 12.33896
F 24.24966 -29.30490 4.65634
F 27.87224 -27.07417 7.43537
F 29.09301 -27.52745 9.33706
F 23.20689 -27.45074 5.45691
F 21.18558 -20.82127 7.82610
F 21.93582 -29.39531 5.14518
F 24.05418 -21.96447 14.43932
F 28.25876 -25.50329 9.06926
F 14.80160 -24.09344 10.76962
F 23.12226 -22.18320 7.59663
F 21.07651 -23.18897 7.82683
F 23.46490 -29.21318 6.89234
F 14.37861 -26.14279 11.68704
O 21.08117 -24.01887 11.32111
O 21.32978 -22.01174 19.57744
O 5.98642 -23.71375 14.52471
O 16.00675 -26.03594 7.06704
O 21.67211 -32.36456 4.74141
O 24.88030 -17.41876 9.10796
O 13.96662 -30.18455 14.10636
O 26.52591 -24.83582 6.15708
N 17.33487 -23.64676 7.80324
N 23.49686 -32.66464 2.36123
N 31.61861 -29.30892 6.42036
N 7.79011 -23.50071 12.29393
N 26.17422 -27.86206 14.22734
N 33.11273 -29.13471 7.97930
N 21.93609 -23.99291 17.51493
N 23.21048 -19.56996 10.24107
N 22.91381 -26.14205 9.99525
N 24.50901 -24.41232 3.94334
N 16.57528 -28.64637 13.12667
N 24.60886 -29.24981 14.74683
C 27.29456 -25.63980 14.65743
C 23.81186 -17.86087 8.42011
C 13.96489 -29.24180 13.10930
C 33.74139 -29.79571 6.89837
C 25.23079 -25.43925 6.21598
C 15.50778 -24.79758 6.68054
C 20.66890 -21.23985 20.61990
C 25.52017 -29.33267 15.71791
C 17.93080 -24.91005 8.53851
C 22.53335 -31.56299 2.72072
C 5.92423 -24.74765 13.56715
C 15.30943 -29.17545 12.39678
C 17.30088 -31.13948 13.54281
C 17.12836 -29.75040 14.08810
C 25.61671 -23.58322 3.39672
C 15.86898 -23.67366 7.61633
C 20.44687 -24.17050 17.66949
C 24.50943 -19.72907 11.04812
C 4.75177 -23.63956 15.31349
C 24.04298 -33.28081 3.55224
C 24.67798 -31.85527 1.73448
C 8.58753 -22.62925 13.30248
C 23.21983 -23.82072 3.46039
C 22.03998 -23.09555 19.98175
C 22.14794 -22.68705 16.69386
C 17.75048 -22.44236 8.56327
C 16.20914 -27.46420 13.93333
C 23.34149 -28.69651 10.09348
C 20.08570 -23.25126 11.98516
C 22.45427 -18.46448 10.77725
C 6.59009 -22.70123 11.68508
C 13.48754 -31.45538 13.69879
C 32.75640 -29.87363 5.91099
C 21.68838 -26.40554 9.19167
C 30.97839 -27.85679 4.53976
C 22.44131 -25.18678 16.78019
C 23.94463 -27.32931 9.91006
C 22.67834 -23.86099 18.82328
C 17.25619 -27.36240 11.04783
C 23.55442 -24.87303 9.44128
C 7.20984 -24.80286 12.80692
C 24.33275 -24.50299 5.47711
C 26.92053 -26.68447 13.61035
C 18.14084 -23.44560 6.58821
C 21.32104 -25.30045 11.90028
C 23.38722 -30.00860 14.70909
C 31.83556 -28.87477 7.67672
C 22.30397 -20.81216 10.30848
C 26.53455 -28.48332 15.42748
C 21.24273 -31.97554 3.41397
C 22.54325 -26.01790 11.50285
C 23.96174 -25.44384 16.74082
C 30.54002 -28.92717 5.57239
C 19.67443 -24.27014 16.37093
C 9.87614 -23.30551 13.78985
C 24.91332 -24.56118 10.03883
C 33.96608 -28.71559 9.07063
C 17.67134 -28.32522 12.12810
C 6.98414 -21.26735 11.28541
C 23.45378 -19.28063 8.79423
C 8.64577 -23.91588 11.16164
C 23.00565 -33.67834 1.37646
C 24.71906 -25.83844 3.40213
C 24.98717 -28.35222 13.84749
B 21.71509 -22.03379 7.30058
B 23.17626 -28.84675 5.55936
B 14.09049 -25.31341 10.58990
B 27.98278 -26.86226 8.77974
B 23.82216 -23.07903 13.58637
B 20.85618 -27.99542 14.02662
H 24.10338 -26.39914 16.22019
H 15.55913 -30.11439 11.95723
H 14.39655 -24.89111 6.53861
H 21.02084 -27.11809 9.58435
H 7.99918 -25.25166 13.36890
H 15.90192 -24.57833 5.67663
H 23.25357 -33.92244 3.98116
H 23.20809 -22.57409 16.62011
H 23.23700 -23.86826 2.37945
H 7.81051 -22.35661 13.99621
H 26.57087 -25.65880 15.43894
H 5.77571 -25.76728 13.92522
H 24.18487 -32.45141 4.26800
H 25.04883 -20.51664 10.55572
H 22.80527 -28.99109 9.23318
H 17.80220 -22.63099 6.02930
H 23.49705 -31.04274 14.96978
H 23.16577 -22.82325 3.86177
H 29.74071 -28.54014 6.20964
H 24.93743 -33.82832 3.26500
H 24.83962 -25.58220 7.19169
H 24.76788 -25.71778 2.31901
H 7.80312 -21.30284 10.51397
H 23.12862 -30.91313 3.31547
H 24.39283 -31.24243 0.86435
H 15.65035 -26.72104 13.36497
H 19.23146 -23.89761 12.01319
H 22.66965 -33.24346 0.40660
H 22.79998 -24.04590 9.57378
H 24.19139 -20.06004 8.46700
H 15.23445 -28.50909 11.52759
H 16.30336 -29.84103 14.81056
H 25.44189 -30.09741 16.50705
H 4.61809 -24.56415 15.94618
H 18.62993 -24.30248 16.66920
H 30.17786 -27.37388 4.07136
H 15.61541 -26.26874 7.90608
H 17.60239 -31.08776 12.51856
H 18.02955 -31.66302 14.22576
H 17.87859 -29.23149 11.60193
H 21.41703 -18.41137 10.46368
H 25.76870 -25.97301 3.67908
H 25.17549 -23.50685 9.73205
H 27.49158 -28.36410 15.96495
H 24.15941 -29.37821 10.26495
H 21.56424 -21.90357 17.06993
H 3.93629 -23.45363 14.62407
H 22.67010 -29.57005 15.34992
H 19.74417 -23.41793 15.75649
H 22.48471 -27.08849 11.78734
H 5.01935 -24.56713 12.87135
H 26.54334 -23.96245 3.90108
H 21.40385 -25.30196 13.00214
H 23.80403 -34.40208 1.04311
H 10.77066 -23.25719 13.13809
H 25.50154 -22.53474 3.58669
H 20.55081 -31.16518 3.35402
H 15.67482 -22.75477 7.10539
H 22.07422 -26.75658 8.23615
H 22.30743 -31.05447 1.76612
H 27.16731 -25.33484 6.69939
H 13.56589 -32.13457 14.47269
H 20.79729 -32.84077 2.92696
H 33.91943 -27.67626 9.11099
H 22.74390 -17.45653 10.59826
H 6.09918 -20.89839 10.74741
H 10.19395 -22.88685 14.72468
H 15.58572 -27.78507 14.73745
H 24.44177 -28.10197 12.96129
H 24.00612 -18.06369 7.30226
H 21.95746 -26.01874 17.23807
H 25.25487 -26.41796 5.73691
H 22.37724 -24.37075 3.88891
H 21.25205 -25.43314 8.94844
H 18.10325 -27.17647 10.43901
H 31.58326 -28.27452 3.71832
H 7.31698 -20.50106 12.01538
H 26.31461 -26.18583 12.88283
H 18.06327 -25.73213 7.77461
H 22.17949 -21.07194 11.36188
H 28.30161 -25.75853 15.00508
H 23.47457 -25.58402 11.88821
H 9.43688 -24.51713 11.64454
H 19.20335 -23.33163 6.91584
H 24.38147 -27.28301 8.88146
H 30.28252 -29.87671 5.06802
H 18.83042 -22.35418 8.49993
H 22.87754 -24.86409 19.18938
H 25.15027 -16.57737 8.70551
H 5.82445 -22.67204 12.53463
H 22.89603 -21.58651 9.81668
H 27.28452 -24.65094 14.27746
H 19.84384 -25.16098 15.81535
H 21.40199 -20.68942 21.17577
H 24.73819 -27.04819 10.64916
H 24.04758 -26.64783 3.71773
H 32.88844 -30.25177 4.91109
H 22.50591 -19.52597 8.29390
H 20.04510 -22.26839 11.42688
H 17.37895 -22.44906 9.61145
H 17.20394 -25.23878 9.28100
H 6.27227 -23.28187 10.90072
H 8.10712 -24.64338 10.53948
H 13.22775 -29.55703 12.37567
H 6.86702 -25.41709 11.90816
H 23.30117 -24.83301 5.54177
H 24.98858 -31.18549 2.61184
H 24.52824 -23.52223 5.83668
H 17.31058 -21.49015 8.23336
H 20.19359 -23.24548 18.20693
H 22.83926 -22.83768 20.69650
H 27.77013 -27.10438 13.03618
H 13.62600 -28.30129 13.53085
H 23.63317 -25.09804 8.34759
H 20.44770 -23.04776 13.08378
H 31.53921 -27.07955 5.04449
H 20.24640 -25.03010 18.24612
H 20.50569 -25.95855 11.57721
H 16.41713 -27.71311 10.39919
H 8.80446 -21.75415 12.69133
H 25.64340 -23.79707 2.38562
H 14.04319 -31.93188 12.83349
H 18.14944 -24.35263 5.95104
H 22.06128 -25.01162 15.79039
H 22.15491 -34.26109 1.73983
H 21.72382 -22.92398 15.69130
H 25.73456 -25.26969 9.79858
H 12.46700 -31.31278 13.27395
H 17.11652 -27.01604 14.29574
H 34.97708 -29.11944 8.92494
H 18.76698 -24.54861 9.10968
H 16.91088 -26.36541 11.34902
H 23.61192 -23.44565 18.54544
H 25.54917 -32.59073 1.59803
H 15.34321 -23.67801 8.55197
H 24.25830 -20.07572 12.06376
H 22.94346 -29.95236 13.72619
H 9.05149 -23.04227 10.69532
H 18.54301 -28.05089 12.71206
H 22.49617 -18.51363 11.86664
H 9.69380 -24.38617 13.91409
H 20.05598 -21.95467 21.24005
H 18.05755 -29.35716 14.59811
H 24.91411 -24.49971 11.14377
H 31.26738 -28.16090 8.24550
H 25.09236 -18.81892 11.07983
H 22.93489 -17.19875 8.28500
H 22.61744 -28.80810 10.90895
H 33.61847 -29.04381 10.01843
H 24.51188 -24.79768 16.09281
H 19.83468 -20.66531 20.18591
H 24.37644 -25.48158 17.77240
H 16.40399 -31.71690 13.67382
H 4.80476 -22.72546 16.02087
H 21.46648 -31.63659 5.32941
H 34.73662 -30.11239 7.01689
H 21.27964 -23.77495 20.52249
H 21.39941 -20.59817 9.87392
```

For the total energy, the calculation gives -172471.6888 eV. The calculation puts the HOMO-LUMO gap at 0.3809 Eh. The net charge is +4. For the molecular weight, the calculation gives 1744.87 g/mol. As for the HOMO energy: -15.25 eV. As for the lowest unoccupied orbital energy: -4.89 eV.